Record 1
Formula: C44H74F8O34
Source: OMol25
Level of theory: ωB97M-V/def2-TZVPD

Summary:
frontier orbital gap: 9.826 eV
E: -5077.91953 hartree

```
160
C44H74F8O34 | OMol25 | ωB97M-V/def2-TZVPD
C -5.105 -0.738 -3.926
C -3.774 -0.394 -3.285
O -3.015 0.197 -4.320
C -3.677 -0.024 -5.538
O -3.216 0.237 -6.621
O -4.890 -0.546 -5.291
F -3.177 -1.551 -2.827
H -5.921 -0.026 -3.574
H -5.408 -1.743 -3.671
H -3.824 0.325 -2.494
C -0.706 3.950 2.982
C -1.756 4.101 4.028
O -2.929 3.636 3.417
C -2.756 3.557 2.081
O -3.619 3.248 1.299
O -1.530 3.922 1.724
F -1.904 5.447 4.202
H -0.205 2.949 3.047
H -0.011 4.769 2.886
H -1.580 3.653 4.969
C -0.302 -2.030 -4.864
C 0.597 -2.734 -5.883
O 1.091 -3.876 -5.338
C 0.622 -3.937 -4.000
O 0.897 -4.786 -3.226
O -0.259 -2.945 -3.739
F 1.672 -1.887 -6.168
H -1.326 -2.114 -5.173
H -0.038 -1.041 -4.554
H 0.148 -2.860 -6.827
C 4.102 -1.638 -2.837
C 3.713 -2.603 -1.790
O 4.665 -2.344 -0.748
C 5.633 -1.431 -1.086
O 6.576 -1.120 -0.437
O 5.320 -0.981 -2.338
F 3.802 -3.913 -2.073
H 3.310 -0.882 -2.820
H 4.286 -2.045 -3.807
H 2.636 -2.383 -1.498
C 5.016 3.316 -1.426
C 4.531 1.946 -1.800
O 3.273 2.261 -2.414
C 2.841 3.487 -1.941
O 1.806 3.998 -2.289
O 3.783 4.025 -1.194
F 4.347 1.160 -0.722
H 5.538 3.813 -2.266
H 5.650 3.448 -0.536
H 5.155 1.389 -2.514
C -4.219 -3.152 -0.215
C -3.958 -2.155 0.926
O -5.340 -1.893 1.304
C -6.146 -2.082 0.272
O -7.321 -1.832 0.178
O -5.469 -2.777 -0.728
F -3.423 -0.986 0.465
H -4.078 -4.241 0.057
H -3.435 -3.042 -0.941
H -3.335 -2.478 1.754
C -3.257 6.130 -2.157
C -1.908 5.543 -1.899
O -2.031 4.185 -2.317
C -3.355 3.867 -2.500
O -3.763 2.788 -2.699
O -4.086 5.003 -2.398
F -1.766 5.437 -0.523
H -3.249 6.870 -2.939
H -3.652 6.698 -1.315
H -1.080 6.051 -2.350
C -1.435 1.260 -0.968
C -0.383 1.885 -0.101
O 0.792 1.323 -0.594
C 0.530 0.219 -1.317
O 1.280 -0.372 -2.029
O -0.784 0.021 -1.290
F -0.534 1.274 1.133
H -1.554 1.778 -1.871
H -2.341 1.052 -0.471
H -0.287 2.957 -0.035
C 2.981 2.313 3.617
O 1.721 2.212 4.185
C 1.649 1.088 5.104
C 0.227 0.799 5.657
O -0.441 1.790 6.330
C 0.319 2.238 7.475
H 3.185 1.286 3.244
H 3.773 2.707 4.268
H 2.862 2.991 2.727
H 2.429 1.330 5.832
H 2.040 0.197 4.585
H 0.322 -0.067 6.302
H -0.416 0.549 4.806
H 0.510 1.350 8.080
H -0.295 2.902 8.017
H 1.261 2.719 7.198
C 1.507 -3.082 4.793
O 0.173 -2.735 5.119
C -0.615 -2.457 3.924
C -1.953 -1.891 4.353
O -2.553 -1.287 3.163
C -3.188 -0.064 3.481
H 2.022 -3.266 5.695
H 2.034 -2.253 4.244
H 1.564 -3.983 4.179
H -0.793 -3.406 3.348
H -0.075 -1.749 3.309
H -1.868 -1.092 5.071
H -2.715 -2.640 4.663
H -4.158 -0.278 3.934
H -3.302 0.512 2.539
H -2.601 0.559 4.204
C -0.462 -3.490 -0.057
O -1.553 -4.124 0.556
C -1.031 -5.212 1.317
C -2.285 -5.857 1.850
O -2.889 -4.961 2.712
C -4.111 -5.355 3.206
H -0.854 -2.704 -0.776
H 0.120 -4.148 -0.712
H 0.237 -3.099 0.680
H -0.474 -4.793 2.142
H -0.437 -5.846 0.658
H -2.147 -6.773 2.395
H -2.982 -6.059 1.033
H -4.756 -5.640 2.332
H -4.563 -4.512 3.669
H -4.062 -6.194 3.923
C 4.849 -1.453 5.597
O 4.607 -2.700 4.949
C 5.184 -2.820 3.633
C 4.214 -2.547 2.516
O 3.860 -1.192 2.550
C 2.789 -1.058 1.653
H 4.533 -1.526 6.676
H 4.263 -0.618 5.214
H 5.876 -1.196 5.679
H 5.621 -3.785 3.484
H 6.045 -2.098 3.782
H 3.394 -3.197 2.778
H 4.617 -2.851 1.517
H 1.849 -1.587 1.888
H 3.164 -1.397 0.673
H 2.497 -0.014 1.507
C 0.590 3.974 -9.291
O -0.195 4.473 -8.226
C 0.521 4.825 -7.041
C 0.900 3.712 -6.134
O -0.180 3.212 -5.264
C 0.075 1.885 -4.834
H 1.298 3.174 -9.055
H 1.099 4.797 -9.851
H 0.032 3.440 -10.067
H -0.021 5.554 -6.476
H 1.477 5.220 -7.338
H 1.598 4.185 -5.420
H 1.375 2.852 -6.623
H 0.348 1.157 -5.601
H -0.900 1.614 -4.487
H 0.762 1.850 -3.972
```

=====

Record 2
Formula: C44H77N11
Source: OMol25
Level of theory: ωB97M-V/def2-TZVPD

Summary:
frontier orbital gap: 11.497 eV
E: -2324.98316 hartree
SMILES string: CCCC#N.CCCC#N.CCCC#N.CCCC#N.CCCC#N.CCCC#N.CCCC#N.CCCC#N.CCCC#N.CCCC#N.CCCC#N
ΔE to the lowest compared entry with this formula, charge and spin: 1.0588 eV

```
132
C44H77N11 | OMol25 | ωB97M-V/def2-TZVPD
C 0.784 5.206 -5.014
C 1.734 4.041 -5.337
C 2.829 3.851 -4.273
C 2.279 3.608 -2.951
N 1.827 3.385 -1.924
H 0.133 4.929 -4.185
H 0.164 5.451 -5.876
H 1.326 6.116 -4.751
H 2.239 4.160 -6.296
H 1.140 3.132 -5.436
H 3.421 4.771 -4.287
H 3.490 3.070 -4.641
C -4.242 -4.133 -2.719
C -2.873 -3.822 -2.176
C -2.712 -3.709 -0.655
C -2.592 -5.003 0.031
N -2.496 -6.006 0.579
H -4.975 -3.363 -2.454
H -4.673 -5.080 -2.389
H -4.227 -4.162 -3.809
H -2.421 -2.925 -2.609
H -2.148 -4.566 -2.529
H -3.614 -3.226 -0.263
H -1.888 -3.052 -0.381
C 0.758 0.377 -8.184
C 0.347 -0.559 -7.048
C 0.233 0.114 -5.675
C 1.535 0.481 -5.106
N 2.498 0.811 -4.580
H 1.805 0.650 -8.046
H 0.119 1.270 -8.139
H 0.556 0.081 -9.213
H 0.987 -1.438 -7.020
H -0.685 -0.848 -7.275
H -0.127 -0.646 -4.970
H -0.505 0.912 -5.597
C 4.751 3.853 3.216
C 3.506 3.399 2.457
C 3.750 3.137 0.964
C 4.242 4.320 0.249
N 4.596 5.266 -0.296
H 5.354 2.972 3.463
H 4.606 4.527 4.052
H 5.437 4.365 2.528
H 2.811 4.244 2.502
H 3.040 2.554 2.960
H 2.839 2.815 0.459
H 4.539 2.383 0.881
C 0.849 -5.628 -1.382
C 1.172 -4.619 -0.294
C 2.599 -4.041 -0.389
C 3.644 -5.000 -0.774
N 4.431 -5.762 -1.119
H 1.303 -6.615 -1.278
H 1.097 -5.291 -2.391
H -0.216 -5.880 -1.383
H 1.060 -5.148 0.653
H 0.487 -3.772 -0.264
H 2.847 -3.689 0.617
H 2.713 -3.150 -1.005
C -3.376 -1.133 5.265
C -3.640 0.325 4.839
C -2.708 0.712 3.694
C -2.828 -0.183 2.514
N -2.933 -0.814 1.559
H -4.274 -1.648 4.933
H -3.353 -1.179 6.355
H -2.438 -1.504 4.858
H -3.460 1.064 5.622
H -4.678 0.440 4.528
H -1.667 0.522 3.988
H -2.689 1.742 3.339
C -3.506 -0.014 -1.816
C -2.144 0.257 -2.464
C -1.557 1.660 -2.286
C -2.528 2.721 -2.505
N -3.255 3.596 -2.664
H -4.364 0.361 -2.370
H -3.534 0.359 -0.792
H -3.591 -1.100 -1.758
H -2.281 0.072 -3.535
H -1.455 -0.525 -2.153
H -0.710 1.837 -2.965
H -1.005 1.864 -1.360
C 2.312 -0.668 4.265
C 0.973 -0.428 4.956
C 0.914 -1.000 6.377
C 1.744 -0.198 7.283
N 2.400 0.437 7.980
H 2.437 -1.758 4.241
H 3.110 -0.254 4.882
H 2.352 -0.397 3.214
H 0.172 -0.834 4.334
H 0.761 0.645 5.003
H 1.309 -2.018 6.377
H -0.091 -1.024 6.798
C -3.696 -4.693 3.608
C -2.943 -4.566 4.938
C -1.411 -4.619 4.808
C -0.847 -3.699 3.814
N -0.407 -2.980 3.036
H -4.770 -4.753 3.770
H -3.359 -5.572 3.050
H -3.497 -3.879 2.904
H -3.208 -5.462 5.499
H -3.299 -3.655 5.412
H -1.153 -5.610 4.426
H -0.942 -4.465 5.778
C 1.496 6.491 0.377
C 0.356 6.169 -0.552
C -0.795 5.278 -0.055
C -0.388 4.080 0.691
N -0.078 3.156 1.301
H 2.260 7.079 -0.127
H 1.983 5.583 0.734
H 1.166 7.031 1.269
H 0.748 5.684 -1.450
H -0.088 7.088 -0.945
H -1.457 4.952 -0.859
H -1.417 5.872 0.621
C 0.272 -0.436 0.949
C 1.697 -0.461 0.427
C 1.724 -0.067 -1.040
C 1.128 -1.113 -1.881
N 0.664 -1.858 -2.622
H -0.157 0.567 0.941
H 0.295 -0.758 1.993
H -0.397 -1.114 0.419
H 2.158 -1.441 0.566
H 2.355 0.197 1.000
H 2.775 -0.017 -1.349
H 1.327 0.933 -1.211
```